Entry 1:
Molecular formula: C46H38BrN3O3PS2Ta
Method: DFT, wB97M-V/def2-TZVPD

Geometry as ORCA input:
```
! RIJCOSX wB97M-V def2-TZVPD def2/J DEFGRID3
* xyz 2 1
Ta 0.80826 -0.24496 0.02864
S 2.91626 -0.45366 -1.36486
P 3.99866 0.05114 0.33034
S 2.57536 0.61334 1.69404
C 5.15086 1.43124 0.06044
C 6.42796 1.12724 -0.40516
C 7.34126 2.14734 -0.59106
C 6.98736 3.45754 -0.30446
C 5.71356 3.75324 0.15694
C 4.78786 2.74384 0.34464
C 5.02106 -1.37346 0.81514
C 5.44886 -2.26036 -0.17086
C 6.37696 -3.23496 0.14894
C 6.86636 -3.33016 1.44354
C 6.43456 -2.44616 2.42364
C 5.51196 -1.46076 2.11544
H 6.69696 0.09994 -0.60576
H 8.32676 1.91634 -0.95896
H 7.70656 4.24874 -0.43906
H 5.43806 4.77384 0.37254
H 3.80166 2.96524 0.72734
H 5.06946 -2.17756 -1.18016
H 6.72716 -3.90926 -0.61846
H 7.59116 -4.09226 1.69254
H 6.82906 -2.51296 3.42724
H 5.18116 -0.76056 2.87004
C -5.27274 -5.84356 -4.66786
C -5.58384 -5.00896 -3.47756
C -4.76574 -5.04456 -2.35216
C -5.06444 -4.30836 -1.22526
C -6.20344 -3.50466 -1.20476
N -6.58284 -2.77046 -0.07326
C -5.85734 -2.38826 1.00684
O -6.34724 -2.09906 2.06544
N -4.43784 -2.34326 0.86764
C -3.68074 -1.72556 -0.08506
C -4.20274 -1.12076 -1.23936
C -3.33464 -0.49616 -2.11196
C -1.98164 -0.43186 -1.82286
N -1.46854 -1.00866 -0.73216
C -2.28514 -1.66336 0.08754
C -7.02994 -3.45816 -2.33036
C -6.72044 -4.19766 -3.45026
H -4.29384 -6.30386 -4.57546
H -5.31044 -5.25086 -5.57896
H -6.01634 -6.63346 -4.76546
H -3.89204 -5.67846 -2.35396
H -4.43954 -4.39086 -0.35176
H -7.58404 -2.67366 0.06614
H -3.99594 -2.46256 1.77094
H -5.26274 -1.10706 -1.43166
H -3.71244 -0.03376 -3.00736
H -1.29404 0.09634 -2.46606
H -1.82954 -2.15866 0.93394
H -7.91604 -2.83986 -2.31416
H -7.36704 -4.16046 -4.31446
Br -3.59064 0.21314 6.29364
C -1.86404 -0.31146 5.70444
C -0.83764 -0.53226 6.61554
C 0.40596 -0.94286 6.16694
C 0.63626 -1.13996 4.81594
C -0.38974 -0.87186 3.90774
C -1.64224 -0.45086 4.34694
C -0.12804 -0.85136 2.45854
O -0.54764 0.14854 1.79924
O 0.52866 -1.72006 1.83704
H -1.01674 -0.39986 7.66974
H 1.19756 -1.09626 6.88354
H 1.60476 -1.46526 4.46314
H -2.43214 -0.24956 3.63944
C -1.69654 6.62154 0.28244
C -1.17764 6.11884 -0.90526
C -0.82394 4.78894 -1.00916
C -0.95284 3.93574 0.09614
C -1.49304 4.45804 1.28724
C -1.85594 5.78324 1.37754
C -0.54814 2.55134 0.12874
C 0.28946 1.82354 -0.64586
C 1.10626 2.36434 -1.74606
C 1.09536 1.81844 -3.03586
C 1.90306 2.34074 -4.03096
C 2.74136 3.41324 -3.76516
C 2.77416 3.95614 -2.48966
C 1.97336 3.43414 -1.49046
H -1.98794 7.65854 0.34884
H -1.06754 6.77634 -1.75466
H -0.46654 4.39834 -1.94976
H -1.59214 3.81144 2.14634
H -2.27644 6.16434 2.29484
H -0.99214 2.03864 0.97574
H 0.44366 0.98724 -3.27496
H 1.89096 1.89744 -5.01666
H 3.36776 3.82144 -4.54496
H 3.42396 4.78774 -2.26166
H 1.99566 3.85904 -0.49746
*
```

Values from the calculation:
Energy relative to the best compared isomer or geometry (same formula, charge and spin) in kcal/mol: 57.8
HOMO level in eV: -12.1
Kohn-Sham gap in hartree: 0.1632
LUMO level in eV: -7.7


Entry 2:
Molecular formula: C46H38IN4O2PV
Method: DFT, wB97M-V/def2-TZVPD

Geometry as ORCA input:
```
! RIJCOSX wB97M-V def2-TZVPD def2/J DEFGRID3
* xyz 2 2
V 1.39965 -0.56804 -0.48125
C -11.94355 1.74238 0.44500
O -11.31774 0.45626 0.38249
C -9.97967 0.42377 0.28702
C -9.40492 -0.84370 0.21344
C -8.03986 -0.96723 0.10985
C -7.21506 0.15890 0.08073
C -7.79885 1.41420 0.15801
C -9.17397 1.55847 0.26312
C -5.75832 0.04839 -0.04045
N -4.90476 1.05024 -0.13024
C -3.67586 0.46109 -0.22523
C -3.75416 -0.90168 -0.19269
N -5.10093 -1.15498 -0.07893
C -2.62144 -1.76495 -0.28515
C -2.62047 -3.16903 -0.26220
C -1.43479 -3.85026 -0.35972
C -0.23474 -3.14669 -0.48415
N -0.19509 -1.80749 -0.51900
C -1.38546 -1.12817 -0.42398
C -1.28345 0.30087 -0.42532
N -0.01514 0.81349 -0.48084
C 0.14507 2.13924 -0.41384
C -0.93780 3.00989 -0.32470
C -2.21225 2.50133 -0.28390
C -2.40571 1.11287 -0.32292
H -13.00870 1.55600 0.49187
H -11.71454 2.32803 -0.44534
H -11.62628 2.28165 1.33804
H -10.05448 -1.71261 0.23906
H -7.62500 -1.97052 0.05276
H -7.16260 2.29152 0.13885
H -9.60626 2.54921 0.32938
H -5.53992 -2.05316 0.00719
H -3.55132 -3.71822 -0.16413
H -1.41309 -4.93325 -0.34046
H 0.70999 -3.66757 -0.54962
H 1.16060 2.50612 -0.42673
H -0.75758 4.07667 -0.28024
H -3.07745 3.15267 -0.20928
I 1.00845 -0.63370 2.29236
C 2.42629 0.44100 3.40085
C 2.20427 0.30988 4.73666
C 2.86204 1.16424 5.64954
C 3.63217 2.17342 5.16845
C 3.86137 2.32684 3.77539
C 4.60952 3.44256 3.32375
C 4.85946 3.62712 2.00316
C 4.47949 2.62194 1.09155
C 3.78350 1.49917 1.47564
P 3.61575 0.24785 0.15366
C 3.80487 -1.43384 0.82905
C 3.37967 -2.41959 -0.06797
C 3.38639 -3.76628 0.28996
C 3.82369 -4.12896 1.55552
C 4.26896 -3.15009 2.44362
C 4.25857 -1.80476 2.08735
C 5.21936 0.32453 -0.74405
C 5.26362 0.09702 -2.11469
C 6.48316 0.00068 -2.78556
C 7.66655 0.12656 -2.08005
C 7.63424 0.33307 -0.70027
C 6.42196 0.42356 -0.03745
C 3.33673 1.39018 2.83876
H 1.48839 -0.41636 5.10693
H 2.69751 1.04251 6.71399
H 4.08515 2.89253 5.84669
H 4.96740 4.15468 4.06046
H 5.40173 4.49863 1.65432
H 4.81153 2.71874 0.06665
H 3.14709 -2.15062 -1.10229
H 3.09465 -4.52878 -0.42403
H 3.84361 -5.17617 1.84283
H 4.63265 -3.43989 3.42377
H 4.60192 -1.05620 2.79233
H 4.35323 -0.04617 -2.67014
H 6.50199 -0.17481 -3.85742
H 8.61740 0.05113 -2.59595
H 8.56160 0.42045 -0.14170
H 6.41464 0.58338 1.03512
C 1.06657 -0.98328 -4.86988
C 1.60267 0.47000 -4.78144
C 1.65233 0.77953 -3.29026
O 1.49324 -0.52310 -2.61900
C 0.56718 -1.27693 -3.47371
H 1.86438 -1.67676 -5.13380
H 0.26922 -1.09182 -5.60257
H 0.94011 1.17141 -5.28291
H 2.58600 0.56221 -5.23471
H 0.82724 1.41841 -2.98993
H 2.57115 1.22270 -2.94750
H -0.44575 -0.91606 -3.30575
H 0.63104 -2.31752 -3.19188
*
```

Values from the calculation:
Energy relative to the best compared isomer or geometry (same formula, charge and spin) in kcal/mol: 11.6
HOMO level (spin up / spin down) in eV: -11.8 / -11.8
Kohn-Sham gap (spin up / spin down) in hartree: 0.2264 / 0.2256
LUMO level (spin up / spin down) in eV: -5.6 / -5.6


Entry 3:
Molecular formula: C46H39AsClCrN4O7S3
Method: DFT, wB97M-V/def2-TZVPD

Geometry as ORCA input:
```
! RIJCOSX wB97M-V def2-TZVPD def2/J DEFGRID3
* xyz 0 4
Cr 12.99844 13.48725 13.29944
O 13.20178 14.42346 15.12772
N 13.47598 13.89177 16.31903
C 12.53655 13.17302 16.98777
C 12.79339 12.64408 18.22011
C 13.97089 13.03435 18.83694
C 14.82679 13.88739 18.22352
C 14.74336 14.29354 16.88158
S 15.78076 15.16491 15.86368
H 11.69853 13.05072 16.31081
H 12.09451 11.94671 18.72698
H 14.09044 12.78545 19.90262
H 15.80309 14.15624 18.69196
S 15.20949 13.72903 12.39500
C 14.23070 13.24306 11.08543
N 13.08256 12.52789 11.37514
C 12.33066 12.27344 10.24797
C 11.21563 11.38084 10.10543
C 10.66325 11.10305 8.88295
C 11.21066 11.68137 7.71272
C 12.35687 12.44718 7.76039
C 12.93196 12.68711 8.99461
S 14.42429 13.47771 9.40551
H 10.70422 10.93793 10.99651
H 9.88049 10.34153 8.90503
H 10.81705 11.25866 6.79116
H 12.72336 12.90524 6.86412
C 8.52601 18.91468 14.24296
C 8.16419 18.08048 13.08060
C 6.84799 18.13203 12.53713
C 6.48234 17.24159 11.54735
Cl 4.85996 17.33100 11.03730
C 7.43803 16.32877 10.97757
C 8.77393 16.44695 11.32222
C 9.15606 17.25925 12.37950
O 10.43453 17.47446 12.79475
C 11.52133 17.32296 11.83185
C 11.94591 15.84410 11.68722
O 11.63728 15.14048 10.70057
O 12.51402 15.45474 12.76118
H 7.67566 19.56178 14.45296
H 9.42475 19.61936 14.08222
H 8.75880 18.45048 15.16323
H 6.08252 18.73951 12.98358
H 7.13262 15.65607 10.19838
H 9.49303 15.95397 10.69277
H 12.39085 17.85522 12.21943
H 11.31510 17.70689 10.83375
O 13.06219 11.60337 14.01301
As 13.93969 10.10456 14.38504
C 14.39826 9.05133 12.74658
C 13.60319 9.00952 11.59998
C 14.11876 8.39793 10.44273
C 15.44542 7.94966 10.45737
C 16.22461 7.92892 11.61696
C 15.71234 8.60452 12.75182
C 15.43777 10.46378 15.44658
C 16.07251 9.42547 16.16829
C 17.19030 9.68748 16.96913
C 17.70875 10.97062 16.93662
C 17.11316 12.00407 16.21316
C 15.99151 11.73028 15.43781
C 12.71161 9.06358 15.44882
C 11.60709 9.72609 16.07939
C 10.59509 9.05013 16.73614
C 10.58723 7.63265 16.80218
C 11.71397 6.98877 16.27797
C 12.73286 7.65181 15.59630
H 12.56941 9.28787 11.63031
H 13.41876 8.18303 9.61145
H 15.77704 7.54867 9.51924
H 17.16996 7.37899 11.65881
H 16.37520 8.82262 13.59133
H 15.69726 8.40582 16.03747
H 17.62121 8.90857 17.61568
H 18.62833 11.12285 17.43657
H 17.55020 13.02528 16.11329
H 15.63487 12.48626 14.69088
H 11.60108 10.78687 16.21484
H 9.76726 9.67480 17.18370
H 9.91456 7.02090 17.44026
H 11.87694 5.89062 16.36203
H 13.57775 7.08308 15.22417
O 9.84701 8.21583 11.25948
C 8.73896 8.68237 12.04814
N 9.26722 9.66755 12.89968
C 8.50124 10.54554 13.61411
O 7.30841 10.39001 13.81106
C 9.19474 11.78524 14.02197
C 8.43612 12.84826 14.58520
C 8.97318 14.12821 14.70699
C 10.20172 14.36991 14.08641
N 10.95451 13.34331 13.68640
C 10.44763 12.12445 13.59743
H 9.45038 7.42020 10.81627
H 8.27740 7.79976 12.62044
H 7.89490 9.13081 11.49693
H 10.28379 9.79033 12.92263
H 7.44498 12.65866 15.05744
H 8.40173 14.96641 15.13582
H 10.63664 15.30321 14.14383
H 11.11418 11.33764 13.20181
*
```

Values from the calculation:
Energy relative to the best compared isomer or geometry (same formula, charge and spin) in kcal/mol: 0.0
HOMO level (spin up / spin down) in eV: -7.0 / -7.0
Kohn-Sham gap (spin up / spin down) in hartree: 0.2431 / 0.2423
LUMO level (spin up / spin down) in eV: -0.4 / -0.4


Entry 4:
Molecular formula: C46H39F4O28PS
Method: DFT, wB97M-V/def2-TZVPD

Geometry as ORCA input:
```
! RIJCOSX wB97M-V def2-TZVPD def2/J DEFGRID3
* xyz 0 1
C 1.62973 -0.50192 1.41802
C 2.22456 0.64885 0.63557
F 2.58566 0.15827 -0.62346
C 1.34407 1.89982 0.47118
P -0.51002 1.54546 0.57458
C -1.46572 2.67834 -0.49367
C -1.06466 1.80315 2.29570
O 1.69130 2.66024 1.73728
S 1.49369 4.18618 1.46852
O 0.11587 4.57948 1.46898
O 2.37935 4.99963 2.22369
O 1.97089 4.18857 -0.05603
C 1.92064 2.85969 -0.59205
C 1.39491 2.87055 -2.02837
C 0.92115 1.51721 -2.59434
C 1.84468 0.99447 -3.66890
F 3.01608 1.64758 -3.85284
C 1.55090 -0.01164 -4.50498
F 1.64593 0.05382 -5.81668
F 1.12075 -1.18480 -4.10603
H 2.45040 -1.18174 1.65153
H 0.92525 -1.06994 0.81309
H 1.18090 -0.16929 2.35256
H 3.14749 0.95143 1.13636
H -2.46489 2.76115 -0.06700
H -1.59497 2.18203 -1.45543
H -1.03889 3.66820 -0.63934
H -0.25704 1.61695 3.00238
H -1.37317 2.83882 2.43918
H -1.87539 1.10910 2.50208
H 2.96376 2.53447 -0.69156
H 2.17719 3.31358 -2.64059
H 0.55515 3.56389 -2.07297
H 0.73056 0.76546 -1.82783
H -0.03390 1.69596 -3.08825
O -2.78171 5.00335 7.14430
C -2.28956 5.88662 6.46528
C -2.29060 7.28929 6.82910
C -1.73430 8.18387 6.00024
O -1.68907 9.48407 6.25131
C -1.10410 7.77863 4.68910
O -0.64279 8.66687 3.99770
C -1.08369 6.37216 4.33680
C -1.63798 5.47940 5.16746
O -1.66575 4.17350 4.92830
H -2.74597 7.56956 7.76826
H -1.23555 9.88973 5.48614
H -0.61579 6.08639 3.40306
H -2.12824 3.77272 5.69021
O 2.86303 -3.61643 2.05440
C 3.08144 -4.17720 0.99542
C 2.76478 -3.58592 -0.29501
C 3.01269 -4.25316 -1.42804
O 2.73542 -3.74433 -2.62558
C 3.61870 -5.62637 -1.40436
O 3.80221 -6.20504 -2.46272
C 3.95976 -6.20546 -0.11935
C 3.71330 -5.53541 1.01471
O 4.00814 -6.02949 2.21058
H 2.32574 -2.59906 -0.29450
H 3.00469 -4.41077 -3.28483
H 4.41153 -7.18727 -0.12019
H 3.73255 -5.35659 2.86096
O -4.35431 4.27813 1.03597
C -5.15930 4.84854 0.32191
C -6.35437 4.23226 -0.21450
C -7.16586 4.95052 -1.00405
O -8.27878 4.47070 -1.53669
C -6.87291 6.38922 -1.35810
O -7.66122 6.95027 -2.09617
C -5.68806 7.01084 -0.80370
C -4.87759 6.29396 -0.01163
O -3.77561 6.78260 0.53614
H -6.55465 3.20199 0.04340
H -8.66439 5.20034 -2.06087
H -5.49482 8.04501 -1.05057
H -3.37605 6.05608 1.05388
O 0.75793 -5.90166 -0.10016
C -0.32942 -6.01572 -0.63976
C -1.57847 -5.93002 0.09595
C -2.74029 -6.08389 -0.54474
O -3.92006 -6.02386 0.07235
C -2.81316 -6.34619 -2.02202
O -3.91798 -6.49019 -2.51271
C -1.57254 -6.40788 -2.76860
C -0.40047 -6.25406 -2.13431
O 0.75843 -6.30816 -2.77505
H -1.52532 -5.74579 1.15677
H -4.59550 -6.17525 -0.61756
H -1.63374 -6.58172 -3.83348
H 1.46306 -6.17659 -2.11933
O 4.42697 4.40687 -4.23457
C 5.20501 4.13653 -5.13228
C 5.40843 2.80559 -5.66849
C 6.30495 2.62060 -6.64753
O 6.55379 1.44026 -7.19622
C 7.11885 3.75756 -7.21521
O 7.92039 3.48721 -8.09041
C 6.89980 5.09226 -6.69479
C 6.00152 5.27818 -5.71758
O 5.73734 6.46208 -5.18411
H 4.82337 1.99806 -5.25478
H 7.24265 1.59611 -7.87160
H 7.47590 5.90269 -7.11807
H 5.05567 6.30517 -4.50161
O -1.67170 -7.49361 2.62574
C -1.98697 -8.54921 3.14549
C -1.08371 -9.36327 3.93114
C -1.52117 -10.51897 4.45100
O -0.76551 -11.32328 5.18234
C -2.93386 -11.00693 4.24110
O -3.23177 -12.07700 4.73825
C -3.84309 -10.18245 3.47221
C -3.40928 -9.02434 2.95329
O -4.18439 -8.22147 2.23920
H -0.07375 -9.00597 4.07386
H -1.33202 -12.08261 5.42327
H -4.85638 -10.53416 3.34027
H -3.64669 -7.45210 1.96861
*
```

Values from the calculation:
HOMO level in eV: -8.4
Kohn-Sham gap in hartree: 0.2458
Structure (SMILES): C[C@@H](F)[C@@]1(P(C)C)OS(=O)(=O)O[C@@H]1CCC(F)=C(F)F.O=C1C=C(O)C(=O)C=C1O.O=C1C=C(O)C(=O)C=C1O.O=C1C=C(O)C(=O)C=C1O.O=C1C=C(O)C(=O)C=C1O.O=C1C=C(O)C(=O)C=C1O.O=C1C=C(O)C(=O)C=C1O
LUMO level in eV: -1.7


Results for energy: -5934.062688 -3727.856230 -7456.990192 -5021.877105 (in Ha, following the order of the records).